# 1
Formula: C7H12N3S
Source: OMol25
Level of theory: ωB97M-V with the def2-TZVPD basis set

Structure (XYZ):
```
23
C7H12N3S (ωB97M-V with the def2-TZVPD basis set)
C 0.085 -2.887 -0.735
C -0.556 -1.701 -0.534
C 1.406 -2.773 -0.181
C -1.421 0.855 0.772
C 0.002 0.279 0.859
C 0.916 1.281 1.476
C -0.840 1.615 -1.484
N 1.563 -1.472 0.357
N 0.315 -0.849 0.177
N -1.333 1.939 -0.224
S 2.550 -3.894 -0.058
H -0.208 -3.682 -1.347
H -1.519 -1.413 -0.810
H -2.300 0.173 0.577
H -1.550 1.257 1.779
H 1.438 1.995 0.752
H 1.740 0.874 2.101
H 0.449 1.992 2.130
H 0.178 1.487 -1.502
H -1.409 0.778 -1.979
H -1.050 2.387 -2.316
H 2.425 -0.986 0.087
H -0.882 2.746 0.104
```

Summary:
energy relative to the best compared isomer or geometry (same formula, charge and spin) = 0.000 eV
charge = +1
expectation value of S² = 2.050
energy = -22747.75842 eV
multiplicity = 3

# 2
Formula: C7H12N3S2
Source: OMol25
Level of theory: ωB97M-V with the def2-TZVPD basis set

Structure (XYZ):
```
24
C7H12N3S2 (ωB97M-V with the def2-TZVPD basis set)
C 1.337 -0.223 0.410
C 1.246 1.197 0.595
C 0.152 1.932 0.282
C 0.381 -1.040 -0.093
C -1.222 0.657 -0.583
C 2.172 -3.188 0.251
C -3.807 -0.224 -1.061
N -0.869 -0.600 -0.497
N 2.322 1.817 1.176
N -0.099 3.218 0.110
S 0.496 -2.784 -0.284
S -2.746 1.254 -0.931
H 2.275 -0.661 0.705
H 2.249 -4.268 0.163
H 2.309 -2.897 1.289
H 2.895 -2.711 -0.405
H -4.810 0.152 -1.240
H -3.783 -0.774 -0.125
H -3.495 -0.836 -1.902
H -1.506 -1.346 -0.784
H 2.922 1.266 1.769
H 2.199 2.774 1.463
H 0.416 3.733 -0.598
H -1.035 3.551 0.289
```

Summary:
energy relative to the best compared isomer or geometry (same formula, charge and spin) = 0.418 eV
charge = +1
energy = -33586.24552 eV
multiplicity = 1

# 3
Formula: C7H12N4OS
Source: OMol25
Level of theory: ωB97M-V with the def2-TZVPD basis set

Structure (XYZ):
```
25
C7H12N4OS (ωB97M-V with the def2-TZVPD basis set)
C -4.190 1.252 0.119
C -4.125 0.133 -0.601
C -2.951 1.736 0.610
C -2.945 -0.659 -0.789
C -1.799 1.068 0.462
C -1.734 -0.035 -0.375
C 4.288 0.479 0.987
N 1.224 -0.001 0.947
N -0.470 -0.588 -0.682
N 4.152 1.098 -0.273
N 3.606 0.395 -1.145
O 0.726 1.813 -0.717
S 1.033 0.362 -0.607
H -4.976 1.938 0.177
H -5.071 -0.286 -0.928
H -2.931 2.706 1.035
H -2.986 -1.534 -1.429
H -0.789 1.409 0.705
H 5.214 0.768 1.266
H 3.590 0.975 1.709
H 3.905 -0.543 0.920
H 1.393 0.818 1.554
H -0.485 -1.391 -1.378
H 1.246 -0.973 1.298
H 3.433 1.002 -1.965
```

Summary:
energy relative to the best compared isomer or geometry (same formula, charge and spin) = 3.007 eV
energy = -26292.71011 eV
multiplicity = 1